86
Properties=species:S:1:pos:R:3:forces:R:3 method="wB97M-V/def2-TZVPD" e_lumo_ev="4.453 / 4.447" homo_lumo_gap_ev="4.646 / 4.330" charge=-2 fmax_ev_per_a=3.9 homo_energy_ev="-0.2 / 0.1" e_above_lowest_kcal_mol=163.7 multiplicity=2
Ru -1.10677 0.25682 0.28857 1.599 0.050 -0.227
O 1.14599 0.70570 -1.11388 0.166 0.517 -0.456
C 1.41130 1.47113 -2.08854 -0.193 -0.459 0.391
C 2.74879 1.60404 -2.56955 0.563 0.480 -0.199
C 3.04874 2.26856 -3.73557 0.049 -0.305 0.370
C 2.03729 2.83603 -4.51190 -0.162 0.307 -0.470
C 0.74451 2.80592 -4.03792 -0.042 -0.031 0.066
C 0.41054 2.19523 -2.82202 0.519 -0.391 -0.195
C -0.91517 2.34581 -2.33298 -0.682 0.126 0.713
N -1.36722 2.07692 -1.15283 0.377 -0.688 -0.691
C -2.67728 2.59787 -0.86193 -0.639 0.268 0.175
C -2.74217 2.90539 0.64676 -0.242 0.844 0.155
N -2.67314 1.64374 1.30034 -2.330 -1.510 1.211
C -3.78766 1.08101 1.74373 1.767 3.449 -0.177
C -4.05781 -0.27644 1.66911 -1.340 -2.856 0.924
C -5.12597 -0.88707 2.32964 1.892 2.418 -0.811
C -5.46605 -2.23482 2.14547 -0.153 -2.001 -0.673
C -4.75574 -3.06267 1.32736 -0.199 0.536 0.740
C -3.52909 -2.59489 0.67339 0.062 0.473 -0.444
C -3.19261 -1.06918 0.70187 -0.148 -0.884 0.664
O -2.95544 -0.46037 -0.46277 0.070 1.004 -0.476
H 3.53667 1.16923 -1.96675 -0.025 -0.092 0.077
H 4.07964 2.33729 -4.07250 -0.007 -0.036 0.050
H 2.27350 3.31244 -5.45744 -0.049 0.020 0.049
H -0.04971 3.27591 -4.61068 -0.032 0.040 0.005
H -1.59696 2.84070 -3.05026 0.121 0.123 0.284
H -3.44296 1.83990 -1.07367 0.115 0.035 0.011
H -2.88703 3.49872 -1.46805 0.023 -0.118 0.267
H -3.67884 3.45093 0.87186 0.089 -0.018 -0.030
H -1.88172 3.53336 0.91575 -0.086 -0.091 -0.009
H -4.55407 1.74266 2.18138 -0.251 0.071 -0.500
H -5.72448 -0.27913 3.00463 -0.017 0.030 -0.065
H -6.34938 -2.61027 2.65260 0.034 -0.059 -0.003
H -5.04544 -4.09755 1.19498 -0.130 -0.021 0.038
H -3.38706 -3.00639 -0.33262 -0.073 0.083 0.076
B -1.56982 -4.03220 2.02252 -0.013 0.600 -0.051
C -2.18001 -2.67770 1.41139 0.363 -1.317 0.762
N -1.88696 -1.41851 1.38750 -0.512 0.413 -0.653
H -2.43373 -4.43644 2.77659 -0.218 -0.172 0.211
H -1.43251 -4.83166 1.12427 -0.033 -0.213 -0.314
H -0.53260 -3.85503 2.60454 0.269 0.024 0.213
C -0.59540 -2.36018 -5.38272 -0.095 0.033 -0.023
N 0.41909 -1.84228 -4.52262 0.399 0.074 0.105
C 1.81655 -2.07253 -4.80102 0.174 -0.126 -0.067
C 2.49456 -1.49234 -3.55177 0.314 0.104 -0.171
N 1.42755 -1.51272 -2.57275 -0.114 -0.035 -0.176
C 0.22855 -1.60833 -3.18479 0.041 -0.223 -0.158
S -1.24007 -1.48588 -2.45231 -0.350 0.168 0.375
H -0.52367 -1.89452 -6.36921 -0.031 -0.022 -0.023
H -1.55263 -2.11943 -4.92237 -0.051 -0.050 -0.109
H -0.51405 -3.44977 -5.49713 -0.006 -0.018 -0.002
H 2.11253 -1.56351 -5.72592 0.077 -0.089 0.108
H 2.01838 -3.15209 -4.91549 -0.018 0.096 -0.001
H 2.83435 -0.46504 -3.73081 -0.028 -0.250 -0.024
H 3.34120 -2.09060 -3.20283 -0.018 0.036 -0.150
H 1.46613 -0.86863 -1.76334 -0.047 -0.180 -0.126
C 1.34688 2.29557 5.16644 -0.065 0.267 -0.140
C 0.85754 2.56281 3.73305 -0.026 -0.093 0.182
C -0.58723 2.09499 3.64918 0.055 0.280 -0.189
C 1.83644 1.92099 2.76667 -0.200 -0.093 0.013
C 3.12097 2.41929 2.78422 0.184 -0.180 -0.184
C 4.15289 1.80686 2.08805 0.383 0.247 0.007
C 3.88824 0.59536 1.46553 -0.074 0.175 0.151
C 2.62700 0.04565 1.40170 -0.081 0.038 -0.005
C 2.56627 -1.37889 0.88308 -0.058 -0.173 0.142
C 1.20054 -2.00677 0.63890 0.015 0.335 -0.148
C 3.30179 -2.27638 1.89575 0.068 0.002 -0.273
C 1.49410 0.83446 1.86087 1.255 0.462 0.152
N 0.28933 0.69080 1.43091 -2.228 -0.518 -1.017
H 0.68513 2.78100 5.88450 -0.073 0.088 0.189
H 2.36194 2.65571 5.31833 0.095 0.011 0.062
H 1.33280 1.22503 5.35909 0.020 -0.162 0.005
H 0.88067 3.65061 3.56004 -0.031 -0.052 0.071
H -0.66553 1.03703 3.88666 -0.053 -0.148 -0.019
H -0.98171 2.22374 2.64787 -0.092 -0.004 0.113
H -1.20062 2.65880 4.35595 -0.059 0.056 0.117
H 3.33969 3.31935 3.35368 -0.093 0.004 0.102
H 5.15051 2.22767 2.07899 0.055 0.048 0.002
H 4.71916 0.05829 1.01823 0.003 -0.140 -0.065
H 3.12834 -1.39998 -0.06253 0.015 -0.006 0.017
H 0.71140 -2.27288 1.57336 -0.052 0.051 0.029
H 1.31538 -2.91620 0.04788 -0.048 -0.103 -0.007
H 0.52628 -1.33051 0.09871 0.305 -0.392 0.027
H 2.76658 -2.26643 2.84273 -0.083 0.026 0.121
H 4.32079 -1.93889 2.07783 0.102 0.025 0.024
H 3.32983 -3.30423 1.53703 0.014 -0.220 -0.042